Entry from the OMol25 dataset: a single C4H8N2O2 molecule in a non-equilibrium geometry (ωB97M-V/def2-TZVPD).

Values from the calculation:
- HOMO (alpha / beta) (eV) = -7.939 / -7.938
- Kohn-Sham gap (alpha / beta) (eV) = 6.77 / 6.76
- total charge = 0
- F_max (eV/Å) = 3.648

The geometry in XYZ format:
```
16
C4H8N2O2 ωB97M-V/def2-TZVPD
C 1.4470 0.3147 0.8818
H 0.7430 1.0632 1.2410
N -1.9930 0.5031 0.2582
C 0.2526 0.7212 -1.3518
H -1.9368 0.4811 1.2723
C -0.6147 -1.3364 0.1407
H -2.1376 1.4030 -0.1915
H -0.8025 -1.4999 1.2039
N -1.3865 -0.3740 -0.4777
H -0.5219 -2.2511 -0.4318
H 1.7031 -0.3870 1.6753
H 0.2852 0.3226 -2.3822
C 0.8945 -0.4727 -0.3152
H 2.3495 0.8288 0.5575
O 0.0734 1.8813 -1.0731
O 1.6448 -1.1979 -1.0073
```